1.
This record from the OMol25 dataset describes a structure of composition C6H16N2. The level of theory is ωB97M-V/def2-TZVPD.

XYZ file:
```
24
Properties=species:S:1:pos:R:3:forces:R:3
C 2.722961 0.502090 0.395512 -1.5 -0.9 1.2
C 2.961823 0.123971 -1.040971 -0.1 0.0 0.0
C 0.789545 0.116864 0.917053 5.8 1.3 -0.4
H 2.893558 1.553103 0.621824 0.0 0.0 0.0
H 3.223251 -0.135748 1.119438 0.3 0.1 -0.1
H 2.687081 -0.916000 -1.226074 0.0 0.0 0.0
H 4.016478 0.237788 -1.318467 -0.1 0.0 0.0
H 2.379432 0.749983 -1.721233 0.0 0.0 0.0
H 0.836986 0.967370 0.231744 -1.5 -0.7 -0.1
H 0.898124 0.376474 1.963899 -0.3 0.1 -0.1
H 0.884023 -0.942906 0.719226 -0.5 0.4 -0.6
C -1.634405 0.852844 -1.447128 0.0 -0.1 0.1
N -1.555315 -0.284070 -0.549963 0.4 0.0 0.3
N -2.558223 -1.238164 -0.866578 0.4 0.0 0.1
C -1.316911 0.021545 0.822560 -4.2 -1.0 0.6
C -1.695948 -0.842029 1.828668 0.5 0.9 -1.1
H -2.188635 -2.164755 -0.683500 -0.1 0.1 0.0
H -3.375872 -1.108322 -0.268130 0.2 0.0 0.1
H -1.444974 1.080796 1.051913 0.7 -0.1 0.0
H -0.805986 1.535156 -1.255520 0.0 0.0 0.0
H -2.576866 1.412764 -1.333240 0.1 -0.1 0.0
H -1.559555 0.491928 -2.471806 0.0 0.1 0.0
H -1.809360 -1.904051 1.667495 0.0 0.0 -0.1
H -1.771213 -0.486630 2.843279 0.2 0.1 0.1
```
Positions in Å, forces in eV/Å.

Properties
Frontier orbital gap = 7.92 eV
HOMO level = -7.27 eV

So, what does the natural (NBO) scheme give us? The charges, in e, come out as: number 1, C, carries -0.38; number 2, C, carries -0.64; number 3, C, carries -0.65; number 4, H, carries 0.18; number 5, H, carries 0.19; number 6, H, carries 0.21; number 7, H, carries 0.21; number 8, H, carries 0.20; number 9, H, carries 0.26; number 10, H, carries 0.21; number 11, H, carries 0.23; number 12, C, carries -0.40; number 13, N, carries -0.32; number 14, N, carries -0.65; number 15, C, carries 0.00; number 16, C, carries -0.52; number 17, H, carries 0.35; number 18, H, carries 0.34; number 19, H, carries 0.20; number 20, H, carries 0.19; number 21, H, carries 0.17; number 22, H, carries 0.21; number 23, H, carries 0.19; number 24, H, carries 0.20



2.
This record from the OMol25 dataset describes a structure of composition C6H16N2. The level of theory is ωB97M-V/def2-TZVPD.

XYZ file:
```
24
Properties=species:S:1:pos:R:3:forces:R:3
C 1.708749 -1.218093 -1.164417 -1.4 -0.3 -1.6
N 0.611852 -0.483388 -1.123434 2.7 -0.8 1.8
C -1.934024 0.009622 0.220693 -1.2 1.0 -0.5
C -1.490081 0.832749 1.430493 0.3 1.0 0.7
C -0.046662 0.633349 1.933483 -0.7 -0.4 -0.8
N 0.053973 -0.809685 2.271235 1.3 0.6 -0.4
C -2.057448 0.966551 -0.978960 0.2 -0.7 -0.1
C 2.851226 -0.770590 -2.040611 0.8 0.3 -1.0
H 1.743198 -2.225983 -0.724856 0.1 -0.3 -0.3
H 1.436303 -0.017292 -0.472189 -1.3 1.2 -0.9
H -1.329847 -0.811150 -0.103249 0.8 -0.1 0.3
H -2.899157 -0.484498 0.403734 0.0 0.4 0.1
H -2.222780 0.670898 2.233597 0.5 -0.1 0.2
H -1.525775 1.932269 1.241119 -0.4 -0.7 -0.3
H 0.185657 1.363193 2.715251 -0.2 -0.6 0.4
H 0.660513 0.901867 1.117673 -0.3 0.0 0.2
H 1.012247 -0.998677 2.578811 -0.3 0.0 0.3
H 0.076666 -1.198366 1.324149 -0.4 -0.4 0.3
H -2.210846 0.362350 -1.881798 0.0 0.4 -0.1
H -1.125159 1.537798 -1.080747 -0.2 -0.2 -0.1
H -2.876285 1.668971 -0.850437 -0.2 0.1 0.0
H 2.519605 -0.679443 -3.101472 -0.5 0.0 0.8
H 3.711266 -1.437055 -2.181089 0.0 0.1 0.9
H 3.146810 0.254610 -1.766977 0.2 -0.4 -0.1
```
Positions in Å, forces in eV/Å.

Properties
Frontier orbital gap = 8.88 eV
HOMO level = -8.62 eV

So, what does the natural (NBO) scheme give us? The charges, in e, come out as: number 1, C, carries 0.17; number 2, N, carries -0.70; number 3, C, carries -0.42; number 4, C, carries -0.40; number 5, C, carries -0.21; number 6, N, carries -0.82; number 7, C, carries -0.59; number 8, C, carries -0.72; number 9, H, carries 0.15; number 10, H, carries 0.38; number 11, H, carries 0.23; number 12, H, carries 0.19; number 13, H, carries 0.21; number 14, H, carries 0.19; number 15, H, carries 0.19; number 16, H, carries 0.14; number 17, H, carries 0.34; number 18, H, carries 0.35; number 19, H, carries 0.20; number 20, H, carries 0.20; number 21, H, carries 0.19; number 22, H, carries 0.25; number 23, H, carries 0.22; number 24, H, carries 0.24



3.
This record from the OMol25 dataset describes a cluster of 2 separate species, C6H16N2O2Si in total. The level of theory is ωB97M-V/def2-TZVPD.

XYZ file:
```
27
Properties=species:S:1:pos:R:3:forces:R:3
C 2.990617 0.413403 0.570245 -2.0 0.5 -1.8
C 1.331280 -1.235100 1.699555 -2.3 -0.6 -1.1
C -1.706451 1.903248 -1.510034 1.6 -0.8 0.7
C -1.990380 -1.116362 -1.081593 0.6 -1.2 2.4
C -1.859694 0.543118 1.408189 4.9 -0.9 1.2
C 1.491729 0.067627 0.916815 1.5 1.7 0.6
N 0.610504 0.160728 -0.188277 0.1 0.3 1.1
N 1.090366 -0.744153 -1.860614 0.7 -1.5 1.8
O 1.876025 -1.621659 -1.745707 1.2 -1.0 -1.1
O 0.552042 -0.187927 -2.720367 -0.8 1.1 -3.8
Si -1.085483 0.395803 -0.357535 -3.4 1.2 1.1
H 3.442283 0.791632 1.441615 0.6 0.5 1.2
H 3.585851 -0.414673 0.194728 -0.2 -0.1 -0.2
H 2.917267 1.243283 -0.188569 0.5 -0.8 0.6
H 1.647184 -2.105379 1.120628 0.9 0.3 0.1
H 0.254265 -1.344230 1.513674 -0.2 -0.5 1.1
H 1.539737 -1.347033 2.771744 0.2 0.6 -0.5
H -2.360320 1.506074 -2.270924 0.4 -0.6 -0.6
H -2.317253 2.741904 -1.166996 0.7 0.0 0.8
H -0.713771 2.213923 -1.909744 -1.0 0.3 -0.3
H -2.025216 -1.965630 -0.229305 -0.3 1.9 -2.0
H -2.989975 -0.803993 -1.443197 0.6 -0.4 0.3
H -1.372209 -1.501129 -1.869062 -0.1 -0.4 -0.7
H -1.450362 -0.280642 2.109023 -0.5 0.9 -1.3
H -1.711455 1.404403 2.048019 -0.1 0.6 -0.4
H -2.826824 0.328545 1.298268 -4.1 -0.6 -0.3
H 1.080244 0.954219 1.449422 0.7 -0.5 1.0
```
Positions in Å, forces in eV/Å.

Properties
Frontier orbital gap (spin up / spin down) = 7.88 / 7.17 eV
HOMO level (spin up / spin down) = -7.10 / -9.23 eV
Spin multiplicity = 3

So, what does the natural (NBO) scheme give us? The charges, in e, come out as: number 1, C, carries -0.61; number 2, C, carries -0.63; number 3, C, carries -1.06; number 4, C, carries -1.10; number 5, C, carries -1.10; number 6, C, carries -0.10; number 7, N, carries -0.57; number 8, N, carries 0.55; number 9, O, carries -0.37; number 10, O, carries -0.37; number 11, Si, carries 1.71; number 12, H, carries 0.21; number 13, H, carries 0.22; number 14, H, carries 0.21; number 15, H, carries 0.23; number 16, H, carries 0.21; number 17, H, carries 0.24; number 18, H, carries 0.23; number 19, H, carries 0.24; number 20, H, carries 0.24; number 21, H, carries 0.24; number 22, H, carries 0.25; number 23, H, carries 0.24; number 24, H, carries 0.22; number 25, H, carries 0.24; number 26, H, carries 0.22; number 27, H, carries 0.21



4.
This record from the OMol25 dataset describes the ion C6H16N3 with charge +1. The level of theory is ωB97M-V/def2-TZVPD.

XYZ file:
```
25
Properties=species:S:1:pos:R:3:forces:R:3
C 0.507101 -2.601784 -0.441289 0.5 0.1 0.2
N -0.604316 -1.794499 -0.916959 -0.5 -1.0 -0.3
N -0.492619 -0.426054 -0.800181 -0.3 0.9 3.0
C -1.703194 0.216754 -1.307107 -0.8 0.4 -0.5
C 0.704271 0.078962 -1.462191 0.8 0.2 -0.4
N -0.362486 -0.047810 0.878721 0.5 -1.1 -1.9
C -0.143968 1.311367 1.157636 -0.3 0.7 -0.2
C 0.584144 1.563072 2.466054 0.0 0.0 0.1
C 1.270599 1.823089 1.173669 0.2 0.1 0.1
H 0.875209 -2.263559 0.529519 0.0 0.0 0.0
H 0.152491 -3.623913 -0.344616 -0.1 0.0 -0.1
H 1.313234 -2.595153 -1.172429 0.0 0.0 0.0
H -1.488424 -2.117032 -0.534209 0.1 0.3 0.0
H -2.576323 -0.094384 -0.727957 0.2 -0.1 0.0
H -1.605052 1.299996 -1.247135 0.1 -0.1 0.1
H -1.856810 -0.065065 -2.351285 0.1 0.0 0.1
H 1.594913 -0.296758 -0.966615 -0.1 0.0 0.0
H 0.696334 -0.263084 -2.498123 -0.1 0.0 0.1
H 0.712933 1.165294 -1.440677 -0.1 -0.1 0.1
H -1.263356 -0.366230 1.232164 -0.1 0.0 -0.4
H -0.937728 2.016838 0.913396 0.1 0.0 0.1
H 0.886749 0.699113 3.035476 0.0 -0.1 0.0
H 0.234304 2.391781 3.063124 0.0 0.1 -0.1
H 1.442068 2.845167 0.869054 -0.1 0.0 0.0
H 2.059925 1.143891 0.891960 0.0 -0.1 0.0
```
Positions in Å, forces in eV/Å.

Properties
Frontier orbital gap = 10.70 eV
Charge = +1
HOMO level = -13.60 eV
SMILES = CN[N+](C)(C)NC1CC1

So, what does the natural (NBO) scheme give us? The charges, in e, come out as: number 1, C, carries -0.45; number 2, N, carries -0.43; number 3, N, carries 0.05; number 4, C, carries -0.42; number 5, C, carries -0.44; number 6, N, carries -0.43; number 7, C, carries -0.14; number 8, C, carries -0.37; number 9, C, carries -0.42; number 10, H, carries 0.22; number 11, H, carries 0.24; number 12, H, carries 0.21; number 13, H, carries 0.38; number 14, H, carries 0.23; number 15, H, carries 0.24; number 16, H, carries 0.25; number 17, H, carries 0.25; number 18, H, carries 0.25; number 19, H, carries 0.25; number 20, H, carries 0.37; number 21, H, carries 0.20; number 22, H, carries 0.24; number 23, H, carries 0.24; number 24, H, carries 0.24; number 25, H, carries 0.23